No. 1
{
  "formula": "C3H3ClN4",
  "method": "wB97M-V/def2-TZVPD",
  "symbols": ["C", "C", "C", "N", "N", "N", "N", "Cl", "H", "H", "H"],
  "positions_angstrom": [[2.327, 1.176, 0.013], [0.179, 0.602, 0.050], [-1.058, -0.097, -0.041], [1.542, 2.245, -0.023], [0.256, 1.878, -0.052], [-1.077, -1.367, -0.036], [1.651, 0.014, 0.006], [2.227, -1.529, -0.035], [3.411, 1.207, -0.149], [-1.821, 0.723, -0.011], [-2.085, -1.825, -0.096]],
  "atomic_forces_ev_per_a": [[0.26, 0.42, -0.90], [3.48, -1.66, -0.91], [-0.55, -0.30, 0.62], [2.03, 0.29, -0.17], [0.27, -0.74, 0.78], [-2.83, -1.00, -0.33], [-4.47, 3.01, 0.46], [0.17, -0.45, 0.05], [-0.57, 0.09, 0.49], [-0.28, -1.25, -0.27], [2.50, 1.58, 0.18]],
  "fmax_ev_per_a": 5.4,
  "lumo_ev": 0.067,
  "homo_ev": -9.7,
  "relative_energy_kj_mol": 192.6
}

---

No. 2
{
  "formula": "C3H3ClNO",
  "method": "wB97M-V/def2-TZVPD",
  "symbols": ["C", "C", "C", "N", "O", "Cl", "H", "H", "H"],
  "positions_angstrom": [[-0.506, -0.500, 0.600], [-1.540, -0.101, 0.018], [0.822, 0.159, 0.206], [0.287, 0.964, -0.899], [1.041, 1.427, -1.650], [1.828, -1.186, -0.402], [-0.626, -1.174, 1.531], [-2.643, -0.248, -0.366], [1.337, 0.659, 0.962]],
  "atomic_forces_ev_per_a": [[1.99, -0.23, 3.03], [-3.68, -0.22, -2.10], [-0.87, -3.95, -0.19], [-0.78, 0.74, -1.19], [-0.37, 0.10, 0.11], [0.10, 0.64, 0.07], [0.28, 0.82, -1.53], [2.56, 0.91, 0.59], [0.76, 1.19, 1.21]],
  "fmax_ev_per_a": 4.2,
  "total_charge": 1,
  "lumo_ev": [-7.458, -7.459],
  "homo_ev": [-15.6, -15.6],
  "relative_energy_kj_mol": 391.2
}

---

No. 3
{
  "formula": "C3H3ClO",
  "method": "wB97M-V/def2-TZVPD",
  "symbols": ["C", "C", "C", "O", "Cl", "H", "H", "H"],
  "positions_angstrom": [[-1.422, 0.176, 0.975], [-0.445, 0.126, 0.199], [1.180, -0.046, -0.600], [-1.772, 0.292, -0.401], [2.481, -0.618, 0.405], [-2.125, 0.098, 1.754], [1.399, 0.857, -1.115], [0.704, -0.884, -1.217]],
  "atomic_forces_ev_per_a": [[-0.50, -0.25, 1.52], [5.34, 0.27, -1.31], [-5.52, -2.17, 1.22], [-0.67, 0.22, -2.36], [-0.30, 0.18, 0.05], [-0.03, -0.02, 0.94], [0.06, 0.57, -0.30], [1.63, 1.21, 0.23]],
  "fmax_ev_per_a": 6.1,
  "lumo_ev": 0.891,
  "homo_ev": -8.0,
  "relative_energy_kj_mol": 446.8
}

---

No. 4
{
  "formula": "C3H3ClO",
  "method": "wB97M-V/def2-TZVPD",
  "symbols": ["C", "C", "C", "O", "Cl", "H", "H", "H"],
  "positions_angstrom": [[0.020, 0.931, -0.019], [0.678, -0.286, 0.451], [-0.635, -0.277, -0.517], [0.047, 2.117, -0.013], [-2.116, -0.859, 0.094], [1.769, -0.452, 0.153], [0.497, -0.760, 1.388], [-0.260, -0.414, -1.537]],
  "atomic_forces_ev_per_a": [[-0.22, -3.24, 0.77], [0.07, -0.73, -1.78], [4.54, 0.02, 0.17], [-0.05, 4.72, 0.08], [-1.15, -0.40, 0.07], [-1.39, 0.15, -0.27], [-0.51, 0.07, 1.06], [-1.28, -0.58, -0.09]],
  "fmax_ev_per_a": 4.7,
  "lumo_ev": [0.915, -2.602],
  "homo_ev": [-6.4, -10.6],
  "multiplicity": 3,
  "relative_energy_kj_mol": 8.9
}

---

No. 5
{
  "formula": "C3H3CsO3",
  "method": "wB97M-V/def2-TZVPD",
  "symbols": ["C", "C", "O", "O", "C", "H", "H", "H", "O", "Cs"],
  "positions_angstrom": [[-0.117, -0.718, 0.727], [-0.447, 0.199, -1.422], [-0.362, -0.920, -0.583], [0.430, 0.346, 1.106], [0.734, 0.837, -1.838], [-0.954, -0.085, -2.369], [-0.743, 1.365, -1.146], [1.156, 1.498, -1.062], [-0.522, -1.599, 1.521], [0.825, -0.924, 5.065]],
  "atomic_forces_ev_per_a": [[0.00, 0.79, 3.58], [0.50, 0.08, -1.76], [-1.43, 0.16, -0.50], [0.19, 0.23, -0.69], [1.06, 3.01, -0.75], [-0.55, -0.39, 1.21], [-0.53, -1.94, -0.06], [0.79, -1.31, 0.39], [0.21, -0.66, -0.48], [-0.25, 0.02, -0.95]],
  "fmax_ev_per_a": 3.7,
  "lumo_ev": [-1.298, -1.298],
  "homo_ev": [-6.9, -6.9],
  "relative_energy_kj_mol": 359.8
}

---

No. 6
{
  "formula": "C3H3CuO3",
  "method": "wB97M-V/def2-TZVPD",
  "symbols": ["H", "O", "C", "O", "O", "Cu", "H", "C", "C", "H"],
  "positions_angstrom": [[-2.477, -2.504, 4.292], [-4.630, -2.120, 4.483], [-3.861, -1.255, 3.969], [-2.580, -1.651, 3.853], [-4.183, -0.158, 3.481], [-5.790, -0.004, 1.946], [-7.180, -4.084, 3.279], [-6.071, -4.420, 3.393], [-6.320, -5.366, 2.620], [-5.288, -3.192, 3.886]],
  "atomic_forces_ev_per_a": [[-0.34, 0.06, -0.03], [-1.03, -1.02, 0.32], [-1.13, -0.23, -1.32], [1.22, 0.49, 0.04], [0.26, -0.31, 0.14], [0.32, 0.01, 0.38], [0.79, -0.55, -0.01], [1.00, 4.26, 1.60], [-0.46, -1.34, -0.88], [-0.64, -1.38, -0.25]],
  "fmax_ev_per_a": 4.7,
  "total_charge": -1,
  "lumo_ev": [3.519, 3.170],
  "homo_ev": [-2.7, -5.4],
  "multiplicity": 2,
  "relative_energy_kj_mol": 385.0
}

---

No. 7
{
  "formula": "C3H3F",
  "method": "wB97M-V/def2-TZVPD",
  "symbols": ["C", "C", "C", "F", "H", "H", "H"],
  "positions_angstrom": [[2.748, 0.696, 0.931], [3.602, 0.273, 0.196], [-0.146, 0.047, -0.296], [4.452, -0.410, -0.512], [-0.479, -0.008, -1.330], [-0.775, 0.335, 0.496], [0.950, -0.005, 0.004]],
  "atomic_forces_ev_per_a": [[-1.51, 0.89, 1.73], [2.33, -1.55, -2.70], [2.42, -0.18, -0.19], [-0.71, 0.72, 0.99], [0.14, 0.06, 0.39], [-0.99, 0.27, 0.60], [-1.68, -0.21, -0.81]],
  "fmax_ev_per_a": 3.9,
  "lumo_ev": [-0.032, -3.441],
  "homo_ev": [-11.2, -9.0],
  "relative_energy_kj_mol": 590.0
}

---

No. 8
{
  "formula": "C3H3F2I",
  "method": "wB97M-V/def2-TZVPD",
  "symbols": ["C", "C", "C", "F", "F", "I", "H", "H", "H"],
  "positions_angstrom": [[-0.363, 1.745, -1.652], [0.222, 1.898, -0.618], [-0.003, -1.434, 0.742], [0.438, -2.686, 0.965], [-1.336, -1.478, 0.596], [1.243, 2.199, 1.100], [-0.884, 1.637, -2.555], [0.241, -0.815, 1.617], [0.441, -1.065, -0.194]],
  "atomic_forces_ev_per_a": [[0.26, 0.09, 0.51], [0.44, 0.14, 0.65], [0.60, 0.70, -0.12], [0.25, -0.63, 0.12], [-0.75, 0.02, -0.07], [-0.35, -0.06, -0.59], [-0.33, -0.12, -0.55], [-0.05, -0.12, -0.24], [-0.08, -0.02, 0.29]],
  "fmax_ev_per_a": 0.9,
  "lumo_ev": 0.115,
  "homo_ev": -9.9,
  "relative_energy_kj_mol": 176.7
}